#A
A gas-phase ion, C3H6ClN2 (charge +1). Source: OMol25; level of theory: ωB97M-V/def2-TZVPD.

The geometry in ORCA input format:
```
! wB97M-V def2-TZVPD RIJCOSX def2/J DEFGRID3
* xyz 1 1
C 0.800 0.667 0.721
C -0.940 -0.162 -0.551
C 0.207 -0.909 -1.146
N 1.506 0.364 -0.282
N -0.502 0.471 0.705
Cl 0.356 -0.948 -2.890
H 1.048 1.359 1.452
H -1.256 0.633 -1.131
H -1.847 -0.787 -0.441
H 0.732 -1.713 -0.516
H 2.525 0.344 -0.273
H -0.850 0.280 1.591
*
```

Computed properties:
HOMO in eV: -15.24
Molar mass in g mol⁻¹: 105.5
Gap between HOMO and LUMO in eV: 10.43

---

#B
A gas-phase ion, C3H6ClN2 (charge +1). Source: OMol25; level of theory: ωB97M-V/def2-TZVPD.

The geometry in ORCA input format:
```
! wB97M-V def2-TZVPD RIJCOSX def2/J DEFGRID3
* xyz 1 1
C -0.824 -1.361 -0.681
C 0.280 0.354 0.533
C 0.609 0.781 -0.807
N -0.576 -0.839 0.494
N -0.358 -0.743 -1.714
Cl -0.281 -1.093 -3.392
H -1.189 -2.488 -0.797
H 1.091 0.212 1.151
H -0.370 1.074 0.871
H 0.201 1.722 -1.275
H 1.572 0.567 -1.349
H -1.014 -1.137 1.393
*
```

Computed properties:
HOMO in eV: -14.38
Molar mass in g mol⁻¹: 105.5
Gap between HOMO and LUMO in eV: 9.35

---

Comparing the structures above, #A comes out on top by 32.1 kcal/mol.